Record 1
# C48H57N4O9S

A 4-piece molecular cluster, C48H57N4O9S overall (wB97M-V/def2-TZVPD, the Open Molecules 2025 dataset).

Its net charge is -1. The value obtained for the lowest unoccupied orbital energy is 0.24 eV. Its frontier orbital gap is 5.02 eV.

Last column: Mulliken charge in e.
Element x y z (Å)
C1 3.98 -2.07 5.19  -1.527
C2 2.54 -1.75 4.71  0.738
C3 2.05 -2.73 3.66  -0.794
C4 0.58 -2.52 3.27  -1.434
C5 0.40 -1.86 1.91  0.552
C6 0.82 -2.74 0.73  -0.602
C7 0.14 -2.40 -0.60  -1.026
C8 0.06 -0.90 -0.95  0.113
C9 0.79 -0.47 -2.23  -1.143
C10 2.11 0.30 -2.08  -1.481
C11 2.94 -0.02 -0.87  0.538
C12 3.84 -1.10 -0.93  -0.564
C13 4.63 -1.44 0.18  -0.738
C14 4.52 -0.71 1.37  -0.884
C15 3.63 0.36 1.43  1.588
C16 2.84 0.72 0.33  -0.541
N1 1.88 1.79 0.40  0.993
C17 2.43 3.17 0.32  -0.572
C18 3.60 3.39 -0.64  -1.099
C19 4.94 3.60 0.08  -0.354
C20 6.19 3.37 -0.77  -1.346
C21 6.43 1.90 -1.19  0.845
C22 7.44 1.25 -0.28  -0.825
O1 7.79 -0.02 -0.80  -0.357
C23 8.40 -0.87 0.15  -0.701
C24 1.08 1.67 1.59  -0.213
C25 -0.31 1.79 1.51  -0.351
C26 -1.09 1.67 2.67  -1.303
C27 -0.51 1.43 3.92  0.494
C28 -1.41 1.30 5.14  -0.184
O2 -1.75 0.14 5.39  -0.706
O3 -1.71 2.37 5.70  -0.739
C29 0.89 1.31 4.00  -0.862
C30 1.66 1.43 2.85  1.194
S1 3.42 1.26 2.94  -0.369
H1 4.36 -2.98 4.73  0.337
H2 4.01 -2.20 6.27  0.373
H3 4.68 -1.27 4.95  0.297
H4 1.88 -1.80 5.58  0.647
H5 2.53 -0.73 4.35  -0.830
H6 2.71 -2.70 2.78  0.359
H7 2.17 -3.73 4.07  0.383
H8 0.08 -3.49 3.25  0.487
H9 0.08 -1.91 4.02  0.381
H10 -0.62 -1.50 1.78  0.679
H11 1.02 -0.96 1.90  -0.549
H12 0.53 -3.77 0.98  0.447
H13 1.91 -2.76 0.64  0.146
H14 -0.85 -2.83 -0.64  0.285
H15 0.70 -2.89 -1.39  0.354
H16 0.36 -0.27 -0.11  -0.663
H17 -0.99 -0.67 -1.12  0.827
H18 0.93 -1.31 -2.91  0.280
H19 0.11 0.21 -2.76  0.348
H20 2.74 0.07 -2.94  0.661
H21 1.93 1.37 -2.12  0.348
H22 3.91 -1.65 -1.85  0.401
H23 5.31 -2.28 0.13  0.341
H24 5.11 -0.98 2.24  0.453
H25 2.70 3.55 1.31  0.404
H26 1.60 3.78 -0.01  0.354
H27 3.66 2.62 -1.41  0.304
H28 3.39 4.32 -1.17  0.597
H29 5.00 3.03 1.01  0.241
H30 4.96 4.65 0.38  0.437
H31 7.04 3.67 -0.16  0.517
H32 6.20 4.04 -1.63  0.351
H33 6.80 1.87 -2.21  0.421
H34 5.49 1.35 -1.14  -0.757
H35 8.35 1.87 -0.24  0.460
H36 7.05 1.17 0.74  0.325
H37 7.93 -0.77 1.13  0.289
H38 8.25 -1.90 -0.18  0.227
H39 9.47 -0.68 0.22  0.310
H40 -0.75 1.98 0.54  0.548
H41 -2.16 1.76 2.58  0.425
H42 1.35 1.12 4.96  0.429
C31 -6.66 -2.93 -1.99  -0.486
C32 -6.39 -1.74 -2.66  -0.533
C33 -5.09 -1.43 -3.01  -0.313
C34 -4.08 -2.34 -2.71  0.160
C35 -4.33 -3.52 -2.05  -0.235
C36 -5.64 -3.81 -1.69  -0.661
N2 -2.70 -2.02 -3.12  1.076
O4 -2.50 -0.96 -3.67  -0.623
O5 -1.84 -2.84 -2.86  -0.599
H43 -7.68 -3.16 -1.71  0.492
H44 -7.18 -1.05 -2.89  0.420
H45 -4.85 -0.51 -3.52  0.456
H46 -3.52 -4.20 -1.82  0.458
H47 -5.85 -4.73 -1.17  0.374
C37 -10.83 -6.10 -7.08  -0.436
C38 -11.37 -6.15 -5.80  -0.405
C39 -10.92 -5.27 -4.83  -0.396
C40 -9.95 -4.35 -5.16  0.138
C41 -9.41 -4.28 -6.43  -0.296
C42 -9.85 -5.17 -7.40  -0.434
N3 -9.49 -3.40 -4.14  1.010
O6 -9.97 -3.49 -3.03  -0.607
O7 -8.66 -2.58 -4.47  -0.555
H48 -11.18 -6.79 -7.84  0.372
H49 -12.13 -6.88 -5.56  0.368
H50 -11.33 -5.30 -3.83  0.438
H51 -8.65 -3.55 -6.66  0.450
H52 -9.44 -5.13 -8.39  0.366
C43 -2.00 6.10 2.82  -0.819
C44 -1.88 7.43 2.45  -0.309
C45 -0.66 7.92 2.00  -0.561
C46 0.41 7.06 1.94  -0.066
C47 0.32 5.73 2.31  -0.160
C48 -0.90 5.25 2.76  -0.241
N4 1.70 7.57 1.44  1.012
O8 1.77 8.75 1.13  -0.636
O9 2.63 6.79 1.36  -0.591
H53 -2.95 5.71 3.17  0.437
H54 -2.74 8.09 2.50  0.371
H55 -0.56 8.96 1.71  0.449
H56 1.18 5.08 2.26  0.455
H57 -0.99 4.22 3.05  0.646

Record 2
# C3H4N2O

A 2-piece molecular cluster, C3H4N2O overall (wB97M-V/def2-TZVPD, the Open Molecules 2025 dataset).

Its SMILES is C=C=N.N=C=O. The value obtained for the lowest unoccupied orbital energy is 0.61 eV. Its frontier orbital gap is 9.77 eV.

Last column: Mulliken charge in e.
Element x y z (Å)
C1 -0.35 -1.08 -1.71  -0.835
C2 0.74 -0.74 -1.08  0.686
N1 1.70 -0.37 -0.41  -0.608
H1 -0.82 -0.38 -2.39  0.275
H2 -0.91 -1.95 -1.39  0.274
H3 1.34 0.16 0.39  0.151
N2 -0.13 1.30 2.10  -0.542
C3 -0.68 0.78 1.15  0.673
O1 -1.37 0.34 0.32  -0.365
H4 0.84 1.39 2.32  0.291

Record 3
# C20H18N2O3S

One molecule with the formula C20H18N2O3S (wB97M-V/def2-TZVPD, the Open Molecules 2025 dataset).

Its SMILES is COc1ccc(-c2cc(C)nc(SCc3cccc(C(=O)O)c3)n2)cc1. The value obtained for the lowest unoccupied orbital energy is 0.33 eV. Its frontier orbital gap is 8.69 eV.

Last column: Mulliken charge in e.
Element x y z (Å)
C1 7.51 0.39 -0.05  -0.832
O1 6.78 -0.17 -1.12  -0.450
C2 5.43 -0.05 -1.13  0.919
C3 4.68 0.59 -0.14  -0.385
C4 3.30 0.66 -0.26  -0.815
C5 2.64 0.09 -1.35  0.510
C6 1.18 0.18 -1.41  0.885
C7 0.39 -0.60 -2.27  -0.929
C8 -0.98 -0.40 -2.24  0.620
C9 -1.91 -1.19 -3.10  -1.530
N1 -1.53 0.50 -1.42  -0.124
C10 -0.71 1.17 -0.64  0.100
S1 -1.38 2.35 0.46  -0.161
C11 -3.18 2.06 0.23  -1.201
C12 -3.62 0.85 0.99  0.576
C13 -3.90 -0.34 0.33  -0.223
C14 -4.28 -1.47 1.05  -0.822
C15 -4.37 -1.42 2.43  -0.600
C16 -4.09 -0.23 3.09  0.186
C17 -4.19 -0.12 4.56  0.497
O2 -4.03 0.90 5.19  -0.590
O3 -4.48 -1.29 5.17  -0.456
C18 -3.71 0.90 2.37  -0.400
N2 0.61 1.06 -0.59  -0.482
C19 3.40 -0.55 -2.33  -0.644
C20 4.77 -0.61 -2.22  -0.649
H1 7.23 -0.07 0.90  0.337
H2 7.37 1.47 0.01  0.336
H3 8.55 0.17 -0.26  0.238
H4 5.15 1.04 0.71  0.387
H5 2.72 1.16 0.49  0.450
H6 0.82 -1.34 -2.92  0.373
H7 -1.43 -1.49 -4.02  0.475
H8 -2.80 -0.59 -3.33  0.365
H9 -2.23 -2.08 -2.57  0.253
H10 -3.35 1.95 -0.84  0.426
H11 -3.65 2.97 0.60  0.553
H12 -3.83 -0.38 -0.74  0.477
H13 -4.50 -2.38 0.53  0.403
H14 -4.66 -2.29 2.99  0.453
H15 -4.53 -1.15 6.13  0.347
H16 -3.49 1.81 2.91  0.448
H17 2.93 -0.98 -3.20  0.250
H18 5.37 -1.09 -2.98  0.427

Record 4
# C2H2NO3

An isolated ion of composition C2H2NO3 and charge -1 (wB97M-V/def2-TZVPD, the Open Molecules 2025 dataset).

Its net charge is -1. Its SMILES is C=[N+]([O-])C(=O)[O-]. The value obtained for the lowest unoccupied orbital energy is 4.31 eV. Its frontier orbital gap is 8.21 eV.

Last column: Mulliken charge in e.
Element x y z (Å)
C1 0.18 -1.14 -0.07  -0.496
N1 -0.03 -0.04 0.60  0.468
O1 0.06 0.12 1.86  -0.684
C2 -0.16 1.20 -0.17  0.370
O2 -0.61 0.80 -1.75  -0.807
O3 0.04 2.23 0.38  -0.456
H1 0.56 -1.98 0.36  0.347
H2 -0.04 -1.19 -1.20  0.258

Record 5
# C4H11N3O2

A 2-piece molecular cluster, C4H11N3O2 overall (wB97M-V/def2-TZVPD, the Open Molecules 2025 dataset).

Its SMILES is CN=C(N)N.CC(=O)O. The value obtained for the lowest unoccupied orbital energy is 0.90 eV. Its frontier orbital gap is 10.02 eV.

Last column: Mulliken charge in e.
Element x y z (Å)
C1 -2.00 -0.40 -1.93  -1.225
N1 -1.19 -0.34 -0.73  -0.479
C2 -1.48 -1.04 0.29  0.634
N2 -2.59 -1.86 0.47  -0.494
N3 -0.76 -0.96 1.47  -0.547
H1 -1.86 -1.29 -2.54  0.315
H2 -1.72 0.47 -2.53  0.313
H3 -3.04 -0.21 -1.69  0.444
H4 -3.35 -1.81 -0.19  0.264
H5 -2.96 -1.74 1.40  0.257
H6 0.00 -0.29 1.47  0.250
H7 -0.43 -1.89 1.70  0.238
C3 3.33 1.78 0.14  -1.089
C4 1.95 1.18 0.26  0.806
O1 1.19 1.29 1.19  -0.666
O2 1.58 0.58 -0.89  -0.424
H8 3.44 2.21 -0.85  0.320
H9 4.04 0.97 0.25  0.279
H10 3.43 2.51 0.89  0.327
H11 0.71 0.25 -0.83  0.478

Record 6
# C28H31ClN6O6PdSTe

C28H31ClN6O6PdSTe as an isolated structure (wB97M-V/def2-TZVPD, the Open Molecules 2025 dataset).

Its net charge is +2. Its expectation value of S² is 6.020. The value obtained for the lowest unoccupied orbital energy (spin up / spin down) is -5.95 / -8.63 eV. As for the spin multiplicity: 5. Its frontier orbital gap (spin up / spin down) is 8.47 / 5.80 eV.

Last column: Mulliken charge in e.
Element x y z (Å)
Pd1 0.10 0.63 0.49  1.108
S1 3.85 -5.78 -1.12  0.209
N1 2.45 -5.23 -1.69  -0.644
C1 2.23 -4.05 -1.12  0.811
C2 1.07 -3.21 -1.33  0.321
C3 0.01 -3.55 -2.18  -0.737
C4 -1.05 -2.69 -2.30  -0.893
C5 -1.04 -1.50 -1.57  -0.675
N2 -0.03 -1.16 -0.77  0.844
C6 1.02 -2.00 -0.64  0.046
C7 2.11 -1.58 0.25  -0.442
N3 2.01 -0.37 0.82  0.520
C8 2.95 0.04 1.66  -0.697
C9 4.06 -0.73 1.96  -1.054
C10 4.20 -1.96 1.36  -0.580
C11 3.21 -2.41 0.48  0.048
C12 3.26 -3.67 -0.23  1.001
N4 4.24 -4.56 -0.14  -0.659
H1 0.04 -4.49 -2.71  0.592
H2 -1.89 -2.91 -2.93  0.537
H3 -1.86 -0.80 -1.63  0.533
H4 2.80 1.02 2.11  0.631
H5 4.80 -0.36 2.66  0.479
H6 5.06 -2.60 1.56  0.586
O1 -0.43 -0.52 2.26  -0.424
C13 -1.48 -0.68 2.94  0.244
C14 -1.38 -1.48 4.20  -0.982
C15 -1.57 -0.61 5.45  -0.572
C16 -3.03 -0.31 5.79  -0.753
C17 -3.78 0.48 4.73  -0.402
C18 -3.88 -0.22 3.38  -0.935
N5 -2.64 -0.16 2.59  0.193
H7 -0.40 -1.95 4.20  0.328
H8 -2.13 -2.28 4.19  0.422
H9 -1.01 0.32 5.33  0.296
H10 -1.12 -1.13 6.30  0.410
H11 -3.07 0.23 6.73  0.353
H12 -3.55 -1.26 5.96  0.306
H13 -3.33 1.46 4.58  0.198
H14 -4.80 0.66 5.08  0.366
H15 -4.64 0.24 2.76  0.444
H16 -4.16 -1.27 3.51  0.347
H17 -2.62 0.48 1.81  0.227
Te1 2.78 0.49 -2.49  0.792
C19 1.61 -0.41 -3.92  0.395
C20 0.37 0.11 -4.27  -0.191
C21 -0.37 -0.51 -5.26  -0.574
C22 0.13 -1.66 -5.88  -0.494
C23 1.37 -2.18 -5.52  -0.671
C24 2.12 -1.56 -4.54  -0.607
H18 0.00 1.00 -3.78  0.478
H19 -1.32 -0.11 -5.56  0.456
H20 -0.45 -2.14 -6.66  0.447
H21 1.75 -3.07 -6.01  0.455
H22 3.09 -1.96 -4.28  0.405
C25 -0.38 5.28 -1.76  -1.204
N6 -0.36 3.82 -1.83  0.345
C26 -1.60 3.19 -2.30  -0.844
C27 0.66 3.12 -1.40  0.622
C28 1.85 3.84 -0.85  -1.525
O2 0.65 1.84 -1.43  -0.517
H23 -1.39 5.62 -1.93  0.429
H24 0.27 5.71 -2.53  0.363
H25 -0.07 5.63 -0.78  0.446
H26 -1.89 3.65 -3.24  0.465
H27 -2.38 3.35 -1.56  0.361
H28 -1.45 2.13 -2.43  0.018
H29 2.16 4.67 -1.49  0.454
H30 2.68 3.14 -0.72  0.221
H31 1.60 4.25 0.13  0.361
O3 0.21 2.59 1.62  -0.683
Cl1 -1.22 2.97 1.54  1.894
O4 -1.33 4.26 0.96  -0.632
O5 -1.84 2.87 2.81  -0.586
O6 -1.81 1.97 0.61  -0.831